A structure of composition C20H35BCaN6O3PS4 in a non-equilibrium geometry. Source: OMol25; level of theory: ωB97M-V/def2-TZVPD.

```
71
Properties=species:S:1:pos:R:3:forces:R:3
Ca 0.0155 0.6439 -0.7742 0.8088 -1.8752 0.9578
S -1.6436 -2.9159 1.0630 0.1554 -0.1848 -0.0327
S -0.3974 -1.0321 3.4889 0.0898 0.1265 0.1025
S 0.9656 -2.5794 -1.1308 -0.1070 -0.3548 0.1582
S 2.4896 -1.1627 1.8517 0.0697 -0.1523 -0.1548
P 2.5548 0.2670 -1.7902 1.8042 0.1842 -0.9369
O 2.5683 -0.2924 -3.2913 -0.0300 -0.0089 0.0107
O 3.8607 -0.4774 -1.2351 -0.4352 0.1029 0.1555
O 3.1055 1.7726 -2.0972 -0.1318 -0.1973 0.0283
N -0.2943 2.3307 -2.2185 0.2250 0.6593 -0.6789
N -2.0180 -0.0117 -1.4645 -0.6476 -0.5343 -0.3111
N -1.9797 2.5724 0.3571 -0.4035 0.2889 0.1361
N -2.9394 0.9637 -1.3447 -0.5118 0.1665 -0.0652
N -0.7691 2.0910 0.7084 -0.1214 0.7213 0.9009
N -1.5173 2.8893 -2.1016 -0.3394 0.3212 -0.1778
C 5.0957 -0.4522 -1.9790 0.1516 -0.0687 -0.0188
C -0.5177 3.9284 -3.7768 0.0367 -0.0390 -0.0055
C -4.1670 0.4714 -1.5694 0.0825 -0.1496 -0.0385
C -1.6171 -3.4521 2.8046 -0.1371 -0.0038 -0.2794
C 1.0352 -1.9151 4.1876 -0.3504 0.1672 -0.1179
C 2.3486 -3.1813 -0.1068 -0.2549 0.3319 0.2304
C 3.3563 2.6373 -0.9815 -0.0271 -0.0033 0.1311
C -2.6828 -1.1256 -1.7724 -0.2199 0.1100 -0.0480
C -0.5545 2.4775 1.9671 -0.2654 0.0632 0.0315
C 1.4552 -0.2568 -4.1847 -0.0298 0.0258 -0.0104
C -1.6762 3.8466 -3.0289 0.1641 0.0094 -0.0350
C 2.3457 -1.3423 3.6615 -0.0955 0.0430 -0.3050
C -0.7928 -4.3449 0.3141 -0.1618 0.2793 0.1160
C -4.0513 -0.8768 -1.8498 0.0303 -0.0531 0.0002
C -0.1559 -4.0226 -1.0339 0.0005 0.3761 0.0393
C 2.2106 -2.9036 1.3904 -0.0760 0.2377 0.0534
C -1.7136 -2.2540 3.7338 0.3058 0.2112 -0.0636
C 0.3181 2.9582 -3.2251 -0.1905 0.2228 -0.0873
C -1.6447 3.1998 2.4492 0.0510 -0.0164 0.0306
C -2.5291 3.2319 1.3883 0.1757 0.0286 0.0786
B -2.5685 2.4379 -1.0636 0.1485 -0.1570 -0.0315
H 2.5004 -0.3322 4.0418 0.0401 -0.0236 0.0428
H 0.4158 -4.8836 -1.3786 -0.0520 -0.0363 -0.0772
H 2.4189 2.9882 -0.5388 0.0109 0.0184 -0.0481
H 3.2437 -2.7190 -0.5169 0.0676 -0.0614 0.0508
H 5.8669 -0.8074 -1.3012 -0.0229 0.0093 0.0004
H -4.8390 -1.5743 -2.0729 0.0011 0.0173 -0.0127
H -3.4999 3.6909 1.3068 0.0081 -0.0110 -0.0825
H -2.5882 4.4153 -3.0963 -0.0353 -0.0549 0.0570
H 5.0269 -1.1070 -2.8451 -0.0460 -0.0171 0.0295
H -2.1585 -2.0503 -1.9404 0.0449 -0.0118 0.0499
H -1.7713 3.6379 3.4232 0.0070 -0.0025 -0.0085
H 1.4636 0.6673 -4.7607 -0.0143 0.0039 0.0420
H 3.1768 -1.9655 3.9911 0.0256 0.0515 0.0987
H -0.3085 4.5904 -4.5981 -0.0082 0.0121 0.0184
H -2.6331 -1.6978 3.5464 -0.0392 -0.0544 0.0942
H 0.3639 2.2280 2.4690 0.0637 -0.1086 0.0385
H 3.9508 2.1327 -0.2157 0.0038 0.0059 -0.0525
H -5.0389 1.1018 -1.5253 0.0409 0.0550 0.0137
H 2.3976 -4.2584 -0.2667 0.0819 -0.0036 -0.0594
H 3.9135 3.4893 -1.3607 -0.0403 0.0109 0.0087
H -0.9189 -3.8055 -1.7803 -0.0298 -0.1212 -0.0370
H -1.5246 -5.1412 0.1788 0.1228 -0.1284 -0.0777
H 1.0029 -1.8002 5.2711 0.1229 -0.0992 0.0230
H -2.4594 -4.1207 2.9846 0.0481 -0.0566 0.0546
H -0.0396 -4.6922 1.0222 0.0132 -0.0526 -0.0489
H 2.9397 -3.5029 1.9398 -0.0058 -0.0540 -0.0244
H 5.3290 0.5579 -2.3102 -0.0290 0.0210 0.0317
H 1.5667 -1.1006 -4.8603 -0.0490 -0.0200 0.0377
H -0.6947 -4.0117 2.9692 -0.0057 0.0084 0.0538
H 0.5032 -0.3440 -3.6517 -0.0012 -0.0106 -0.0138
H -3.5449 3.1149 -1.1560 -0.0633 0.0307 0.0093
H 1.3303 2.7103 -3.4991 -0.0008 -0.0472 0.0542
H 1.2045 -3.1511 1.7285 0.0410 -0.0994 -0.0278
H -1.7047 -2.5744 4.7752 -0.1441 -0.0443 0.0045
H 0.9429 -2.9755 3.9545 0.0798 -0.0041 -0.0057
```
Forces are in eV/Å.

Summary:
Electronic energy: -108136.5000 eV
2S+1: 1
E_HOMO: -10.549 eV
Total charge: +1

***

The molecule C23H26N4O3 in a non-equilibrium geometry. Source: OMol25; level of theory: ωB97M-V/def2-TZVPD.

```
56
Properties=species:S:1:pos:R:3:forces:R:3
O -0.2041 0.7058 -4.4336 0.1009 0.3240 -0.2774
O 1.2430 3.1097 7.8506 -0.0044 0.0721 -0.3557
O 2.2647 -1.2779 1.6487 -0.0195 0.4572 -0.9801
N -1.0740 -1.3237 -3.9800 -0.2315 -0.3826 -0.1583
N 1.8795 0.8931 1.8670 -0.0505 0.1941 -0.2901
N 2.1607 -0.0223 -0.2952 -0.0357 -0.3031 0.0366
N 2.1568 -1.0150 3.0016 -0.0791 0.0623 1.2685
C -5.4484 -0.5962 -5.4902 -0.1101 0.0206 -0.0186
C -5.2252 -2.4690 -4.0161 0.0017 -0.0885 0.0856
C 2.3098 -1.2215 -1.0921 0.2099 -0.3723 -0.1662
C 2.0877 -0.0908 1.0320 0.0500 0.1318 0.7058
C -1.7691 -1.4846 -5.2454 0.0641 -0.0799 -0.2001
C -4.0768 -0.5785 -5.6737 0.0856 -0.0689 0.0109
C -3.8548 -2.4520 -4.2035 0.0026 0.0422 -0.0563
C 1.3314 2.4944 9.1127 0.0162 -0.1139 0.2108
C 0.5482 1.1161 -1.7413 0.1005 0.0124 0.0498
C 1.4215 2.3473 6.7378 -0.0014 0.0340 -0.1998
C -0.3527 -0.2267 -3.6734 0.0573 -0.1985 0.6312
C 1.8495 0.3052 5.5471 -0.0244 0.1699 -0.3118
C -3.2661 -1.5070 -5.0353 0.0067 0.1587 -0.0677
C 1.8796 1.2134 -0.9878 -0.1997 0.3421 -0.0999
C -1.2883 -2.7508 -5.9565 0.0010 0.2924 0.0165
C 1.6612 -1.0234 -2.4618 -0.1045 -0.0333 0.2215
C 0.3201 -0.2964 -2.3003 0.1163 0.2316 -0.2929
C 1.7556 0.9778 4.3334 -0.0389 0.1152 0.5682
C 1.9326 0.2700 3.0824 0.1582 -0.7819 -0.9074
C 1.6851 0.9797 6.7416 -0.0340 0.1155 0.3520
C -6.0259 -1.5416 -4.6606 -0.0901 0.0420 -0.0250
C 1.4916 2.3474 4.3311 0.0377 -0.2108 0.0308
C 1.3261 3.0227 5.5180 -0.0139 0.0286 0.2875
H -5.6693 -3.2084 -3.3657 -0.0364 -0.0561 0.0482
H -1.1961 -2.0518 -3.2945 0.0832 0.1414 0.0754
H 0.5686 1.7190 9.2370 0.0408 0.0220 -0.0101
H -1.5123 -3.6350 -5.3638 -0.0285 -0.1269 0.0483
H -1.4976 -0.6054 -5.8385 -0.0936 -0.1593 0.1085
H 1.7647 0.4326 7.6679 -0.0001 -0.0140 0.0882
H 3.3742 -1.4655 -1.2065 -0.1112 -0.0798 0.0039
H 2.0546 -0.7538 5.5398 0.0215 -0.1106 0.0529
H -3.2436 -3.1858 -3.6963 0.0651 -0.1048 0.0565
H -0.2746 1.3792 -1.0764 -0.0042 0.0459 0.0183
H 2.7010 1.4119 -1.6829 -0.0346 0.0656 0.0639
H -0.2149 -2.7016 -6.1232 0.0985 -0.0179 -0.0126
H -7.0958 -1.5560 -4.5152 -0.0832 0.0016 0.0115
H -1.7886 -2.8449 -6.9165 -0.0533 -0.0772 -0.0927
H 2.3223 2.0600 9.2800 -0.0455 0.0049 -0.0120
H -3.6282 0.1644 -6.3168 0.0651 0.0891 -0.0611
H -0.3095 -0.8760 -1.6173 0.0063 -0.0144 -0.0334
H 1.8320 -2.0502 -0.5600 0.0572 0.0452 -0.1216
H 1.8487 2.0083 -0.2438 0.0866 -0.0187 -0.1471
H 1.4206 2.8623 3.3861 -0.0098 0.0726 -0.0704
H 2.3060 -0.4323 -3.1129 0.0184 -0.0142 -0.0694
H 0.5525 1.8213 -2.5748 -0.0364 -0.0158 0.0626
H 1.5169 -1.9979 -2.9314 0.0786 0.0207 -0.0169
H 1.1211 4.0816 5.5360 -0.0219 0.1189 -0.0063
H -6.0671 0.1312 -5.9946 -0.0521 0.0637 -0.0361
H 1.1595 3.2871 9.8393 0.0187 -0.0950 -0.0167
```
Forces are in eV/Å.

Summary:
Electronic energy: -36375.9482 eV
2S+1: 1
E_HOMO: -8.070 eV
SMILES: COc1ccc(-c2noc(N3CCC(C(=O)N[C@@H](C)c4ccccc4)CC3)n2)cc1

***

A cluster of 2 separate species, C3H2Cl2F2 in total in a non-equilibrium geometry. Source: OMol25; level of theory: ωB97M-V/def2-TZVPD.

```
9
Properties=species:S:1:pos:R:3:forces:R:3
Cl -0.0982 -0.6803 4.2697 0.2269 -0.4680 -0.0437
Cl 1.6805 1.4242 3.5732 0.0660 -0.2074 -0.5449
F -1.5728 1.0295 1.8843 -0.9189 0.7740 -0.4263
F 1.7382 -0.8834 2.4232 0.0760 -0.0058 0.4019
C -0.0770 0.1748 0.1363 -0.7498 0.4169 0.4540
C 0.8919 -0.0278 2.9842 -2.9674 0.7743 -2.2218
C -0.6247 0.4101 1.3031 4.8247 -1.6644 2.7900
H 0.7256 -0.5035 -0.0677 0.5274 -0.1400 0.8033
H -0.3855 0.6688 -0.7354 -1.0849 0.5205 -1.2127
```
Forces are in eV/Å.

Summary:
Electronic energy: -33619.0804 eV
2S+1: 1
E_HOMO: -9.203 eV

***

A cluster of 3 separate species, C2H8FN2O2 in total in a non-equilibrium geometry. Source: OMol25; level of theory: ωB97M-V/def2-TZVPD.

```
15
Properties=species:S:1:pos:R:3:forces:R:3
F -0.5200 -2.9075 -0.4731 0.8147 1.2053 -1.3678
O 0.1885 1.3744 0.5630 -0.6952 -0.1085 0.8928
O -1.7098 2.4590 1.0594 -1.0273 0.7093 0.4210
N -0.8271 1.1498 2.5980 2.7897 -2.1568 -0.1751
N 1.6937 -0.3520 -1.5695 -4.3911 -1.8054 0.3703
C 0.9337 -1.1846 -2.2076 1.3563 -0.4284 -0.3779
C -0.7180 1.6531 1.3794 0.9998 -0.1725 -2.3433
H 1.2746 -1.8226 -3.0524 0.5372 1.1449 0.3928
H -0.8666 -3.4391 0.1590 -0.8179 -1.2548 1.4096
H 2.5564 -0.1620 -1.9309 3.0268 0.5944 -0.8776
H 1.3773 0.1186 -0.7025 -0.2089 0.2397 -0.3141
H -0.0704 -1.4763 -1.9956 -0.5905 0.6436 1.0925
H -0.1061 0.4018 2.7657 -1.4409 1.3783 0.2647
H -1.6499 2.8478 0.1784 0.4723 -0.2435 0.0118
H -1.5562 1.3395 3.2286 -0.8249 0.2545 0.6000
```
Forces are in eV/Å.

Summary:
Electronic energy: -11990.0332 eV
2S+1: 1
E_HOMO: -13.880 eV
Total charge: +1

***

A cluster of 7 separate species, C8H21NO8 in total in a non-equilibrium geometry. Source: OMol25; level of theory: ωB97M-V/def2-TZVPD.

```
38
Properties=species:S:1:pos:R:3:forces:R:3
O -3.2647 1.2483 0.3006 0.0179 0.0872 -0.1828
O -2.1504 -1.9402 -0.9968 -0.4062 0.1276 0.0093
O 4.6046 0.8299 -0.7070 -0.2829 0.7498 -0.4967
O 3.8815 -1.2748 -1.1230 -0.0061 0.2608 0.0965
O -3.0260 6.2553 -3.8046 -0.0390 0.0733 0.0706
O -3.4905 3.5684 -2.2411 -0.0434 0.1344 0.1220
O -0.6987 -3.0892 3.2008 -0.0863 -0.1665 0.1702
O -0.5383 2.5882 1.6323 -0.0424 0.2368 0.0069
N 1.8762 -0.3259 -0.4666 -0.6321 0.1109 0.6321
C 2.6235 -1.5361 -0.4312 1.5068 0.2451 -0.8255
C 3.0026 -1.9528 0.9495 -1.4383 -0.0441 -0.9537
C 0.2569 -0.4239 1.4858 -0.5213 -0.3332 -0.4206
C 0.4825 -0.4206 -0.0413 -0.6234 0.3939 0.5682
C 3.0544 -2.4824 2.0145 0.6616 -0.5413 0.3471
C 1.5023 -3.6901 -1.4897 -0.6412 -0.1978 -0.1188
C 2.0310 -2.6692 -1.1808 0.4422 0.3222 1.0847
C 4.6553 -0.3304 -0.4912 0.6424 -0.1564 0.3012
H -2.9565 4.1033 -1.6438 0.0999 -0.0952 0.0087
H -0.6502 0.1582 1.6480 0.0050 -0.0317 0.2159
H 1.9625 0.1411 -1.3567 0.1550 -0.2658 -0.1876
H -2.6705 -1.9056 -1.8072 0.0747 -0.0223 -0.0546
H 0.4118 2.4692 1.7338 0.0126 -0.0637 -0.1218
H -3.4093 6.0675 -4.6657 0.0279 -0.0100 -0.0211
H -0.0099 0.4841 -0.4083 0.2058 -0.0253 -0.2152
H 0.0429 -1.4321 1.8611 0.5043 0.3505 0.0467
H -2.4320 1.7328 0.2265 0.0548 -0.0479 0.2029
H -3.0574 0.3762 -0.0530 0.0791 0.0128 -0.0451
H 3.2847 -3.1174 2.8278 -0.0925 0.1289 0.4938
H -2.8034 -2.0984 -0.3060 0.0862 -0.1502 0.0560
H -3.9668 2.9692 -1.6530 0.0256 -0.0416 -0.0099
H -0.1751 -3.7757 3.6257 0.0366 -0.0166 -0.0621
H -0.0939 -1.2599 -0.4580 0.5337 0.1412 -0.1567
H -1.4108 -2.9173 3.8253 -0.0181 0.0547 -0.0278
H 1.0642 0.0652 2.0318 0.0672 -0.1839 -0.0110
H 0.8757 -4.5192 -1.6798 0.0433 -0.3329 -0.3251
H -3.4429 5.6141 -3.2181 -0.0420 -0.1351 -0.0923
H 5.4150 -0.7043 0.2132 -0.2801 -0.5639 -0.0816
H -0.8352 2.8637 2.5052 -0.0873 -0.0049 -0.0229
```
Forces are in eV/Å.

Summary:
Electronic energy: -26501.4012 eV
2S+1: 1
E_HOMO: -9.234 eV
SMILES: C#CC(C#C)(NCC)OC=O.O.O.O.O.O.O

***

A cluster of 2 separate species, CH3NO2S in total in a non-equilibrium geometry. Source: OMol25; level of theory: ωB97M-V/def2-TZVPD.

```
8
Properties=species:S:1:pos:R:3:forces:R:3
S -0.3184 -0.1478 -0.9454 2.3295 -0.9934 0.9264
O -0.5595 -1.4518 -1.5257 -0.4897 1.6926 -0.2692
O -0.3341 1.1290 -1.6192 -0.6486 -1.2815 0.1456
N 0.9651 -0.3342 0.1344 -0.9349 -0.2508 0.2425
C -0.3472 -0.1132 0.7932 1.4527 7.7061 -2.5797
H -0.6124 -0.6574 1.5712 -1.6958 -2.8157 3.0844
H -0.6030 1.4187 1.1503 0.6053 -4.3097 -0.8861
H 1.8095 0.1567 0.4412 -0.6186 0.2524 -0.6640
```
Forces are in eV/Å.

Summary:
Electronic energy: -17500.9882 eV
2S+1: 1
E_HOMO: -10.356 eV

***

Number 1: gap between HOMO and LUMO 8.88 eV. Number 2: gap between HOMO and LUMO 8.62 eV. Number 3: gap between HOMO and LUMO 9.12 eV. Number 4: gap between HOMO and LUMO 8.76 eV. Number 5: gap between HOMO and LUMO 9.42 eV. Number 6: gap between HOMO and LUMO 10.68 eV.